# 1
Entry from OMol25: a structure of composition C40H45BrN3ORu (ωB97M-V/def2-TZVPD).

XYZ file:
```
91
Properties=species:S:1:pos:R:3:forces:R:3
Ru 0.17760 1.55766 -0.83565 -0.412 0.001 -0.337
C -1.12419 5.49826 1.26411 0.024 0.018 -0.013
C -2.47677 5.53566 0.95668 -0.067 0.008 -0.002
C -2.98410 4.66468 0.01146 -0.041 0.097 0.026
C -2.13323 3.75120 -0.60430 -0.009 -0.111 -0.208
N -0.85287 3.65081 -0.21707 0.176 -0.006 0.265
C -0.35473 4.52634 0.65722 -0.092 0.005 -0.137
C -2.51801 2.89055 -1.74885 -0.039 0.104 0.106
C -3.66441 3.15417 -2.49739 -0.104 -0.011 0.007
C -3.94196 2.39802 -3.62445 0.007 0.020 0.031
C -3.07381 1.37992 -3.99859 0.031 -0.053 0.021
C -1.93522 1.11748 -3.24323 -0.214 0.043 0.047
C -1.63962 1.87199 -2.11077 0.163 0.140 -0.175
H -0.67679 6.19440 1.95930 -0.008 -0.010 0.007
H -3.12890 6.25378 1.43775 0.006 -0.006 -0.002
H -4.03092 4.69182 -0.25637 0.035 0.022 0.002
H 0.70506 4.44402 0.85506 -0.009 0.009 -0.039
H -4.33308 3.96255 -2.22353 0.008 -0.024 -0.029
H -4.82554 2.60878 -4.21333 0.009 -0.006 0.001
H -3.28416 0.78787 -4.88207 -0.005 0.014 0.006
H -1.28355 0.30668 -3.54789 0.011 0.006 -0.020
C -0.42935 -6.11335 -2.49669 -0.024 -0.016 -0.043
C 0.02227 -5.72077 -1.08466 0.031 0.097 0.031
C 1.52313 -6.00834 -0.93467 0.009 0.006 0.035
C -0.73183 -6.58325 -0.07241 0.003 -0.041 0.004
C -0.23943 -4.22775 -0.87063 -0.059 -0.030 0.039
C 0.44833 -3.28454 -1.62509 -0.075 -0.027 0.006
C 0.20062 -1.95152 -1.39778 0.156 0.183 -0.025
Br 1.16351 -0.65801 -2.39095 0.299 0.053 -0.395
C -0.69316 -1.43831 -0.45090 -0.227 0.082 0.126
O -0.79960 -0.12993 -0.24781 0.424 -0.488 0.265
C -1.45774 -2.38907 0.24919 -0.195 -0.097 0.125
C -1.17438 -3.74109 0.03673 -0.008 0.001 0.008
C -2.55585 -2.03835 1.27480 0.108 -0.016 -0.010
C -1.98061 -2.23793 2.68498 0.048 -0.009 -0.006
C -3.10460 -0.60846 1.17339 0.007 -0.007 -0.076
C -3.75950 -2.97309 1.08134 -0.067 -0.018 0.026
H -0.24393 -7.17619 -2.67618 0.000 0.036 0.009
H 0.10750 -5.54324 -3.25793 -0.017 -0.020 0.019
H -1.49739 -5.92420 -2.62520 0.024 -0.002 -0.007
H 1.71822 -7.07529 -1.07088 -0.006 0.031 -0.005
H 1.87203 -5.71953 0.05941 0.000 -0.012 -0.025
H 2.11767 -5.46405 -1.67081 -0.026 -0.016 0.021
H -0.47484 -7.63323 -0.22939 -0.017 0.023 -0.001
H -1.81447 -6.48778 -0.18298 0.030 0.004 0.005
H -0.46298 -6.32345 0.95420 -0.009 -0.010 -0.023
H 1.16702 -3.57392 -2.38162 -0.007 0.022 0.037
H -1.72635 -4.45950 0.62462 0.027 0.025 -0.024
H -1.09202 -1.61782 2.82742 -0.031 -0.004 0.010
H -1.69467 -3.27937 2.85126 0.005 0.022 -0.008
H -2.72011 -1.96054 3.44156 0.010 -0.011 -0.021
H -2.36811 0.13795 1.45264 -0.029 -0.012 0.024
H -3.95882 -0.52468 1.85124 0.011 0.010 -0.029
H -3.44326 -0.37747 0.16123 0.009 -0.005 0.013
H -3.51300 -4.02527 1.22204 -0.036 0.034 0.021
H -4.18325 -2.85315 0.08140 0.015 -0.010 0.026
H -4.53258 -2.72056 1.81130 0.014 -0.005 -0.026
C -0.50076 1.63739 2.72723 0.062 -0.037 0.064
C 0.73340 2.47931 3.06869 -0.059 -0.166 -0.049
C 2.02620 1.71362 2.95809 -0.014 0.021 0.023
C 2.59298 1.19731 4.11671 0.012 -0.023 0.000
C 3.79862 0.51685 4.08769 -0.033 0.003 0.013
C 4.45337 0.36536 2.88142 -0.011 -0.041 -0.040
C 3.92449 0.86887 1.69416 0.023 -0.043 0.015
C 4.68477 0.58361 0.42026 -0.064 -0.005 -0.037
C 4.21958 -0.72288 -0.22089 0.084 -0.037 0.011
C 2.69208 1.53946 1.73378 -0.029 0.199 -0.138
N 2.12875 2.06849 0.51747 -0.063 -0.012 0.401
C 2.79419 3.00501 -0.08354 0.004 0.019 -0.028
C 2.45233 3.45266 -1.38293 0.032 -0.081 0.030
C 2.93955 4.53139 -2.12210 -0.026 0.104 -0.151
C 2.23633 4.52405 -3.33127 0.066 0.009 0.121
C 1.36042 3.43575 -3.27017 0.033 -0.054 -0.009
N 1.49363 2.77798 -2.10823 0.115 0.019 0.084
H -1.37386 2.26171 2.52688 -0.004 0.015 0.015
H -0.75141 0.96317 3.54938 0.022 0.027 0.009
H -0.32805 0.99647 1.86162 0.020 0.049 -0.088
H 0.63863 2.84995 4.09053 0.009 0.058 0.000
H 0.77880 3.35047 2.42349 0.003 -0.024 0.047
H 2.08208 1.35557 5.06002 -0.003 -0.017 -0.015
H 4.22818 0.11855 4.99794 -0.006 0.016 -0.002
H 5.40021 -0.16247 2.84373 -0.007 0.028 -0.006
H 5.74531 0.51170 0.66644 0.025 0.018 0.004
H 4.59016 1.39261 -0.30309 0.008 -0.019 -0.007
H 4.33198 -1.55707 0.47496 0.006 0.023 -0.008
H 4.79523 -0.94574 -1.12179 -0.028 0.007 0.018
H 3.17084 -0.65725 -0.49886 -0.052 -0.022 0.022
H 3.64966 3.47172 0.41008 0.042 -0.051 -0.014
H 3.70346 5.22503 -1.80239 -0.022 -0.010 -0.034
H 2.34281 5.20976 -4.15687 0.007 -0.014 0.021
H 0.65678 3.09998 -4.01867 -0.017 0.006 0.040
```
Forces are in eV/Å.

Values from the calculation:
**Gap between HOMO and LUMO (spin up / spin down)**: 6.9 / 6.8 eV
**Energy relative to the best compared isomer or geometry (same formula, charge and spin)**: 6.88 kcal/mol
**HOMO level (spin up / spin down)**: -6.64 / -7.78 eV
**Molecular weight**: 764.8 g mol⁻¹
**LUMO energy (spin up / spin down)**: 0.29 / -1.01 eV
**2S+1**: 6


# 2
Entry from OMol25: a cluster of 15 separate species, C7H42O14 in total at a distorted geometry (ωB97M-V/def2-TZVPD).

XYZ file:
```
63
Properties=species:S:1:pos:R:3:forces:R:3
C 3.80923 -0.43753 -1.60278 -2.178 0.609 0.121
C 2.60452 0.26619 -2.26775 -1.782 -3.037 0.939
C 1.30333 0.13404 -1.40514 0.794 0.198 0.501
C 1.11554 1.22014 -0.38222 1.028 3.640 -0.058
C -2.73311 0.72858 0.45423 -1.481 -0.497 -2.639
C -1.42232 0.80835 -0.23298 2.082 0.941 0.806
C -0.20981 1.07320 0.32363 -1.373 -1.406 -1.989
H 3.50613 -1.25990 -0.96783 -0.157 0.428 0.776
H 4.22828 -0.94092 -2.37674 1.948 -1.370 -2.403
H 4.52616 0.21088 -1.21701 1.076 0.924 1.226
H 2.73168 1.24982 -2.61659 0.541 1.387 -0.191
H 2.45218 -0.36467 -3.15089 -0.369 0.414 -0.169
H 1.33847 -0.67030 -0.69472 0.440 -1.519 -0.353
H 0.34634 0.00981 -1.91923 0.476 0.149 -0.530
H 1.99776 1.47579 0.32220 -1.443 -1.365 -0.860
H 1.23847 2.21412 -0.92593 -0.972 -0.822 0.655
H -3.50787 0.39194 -0.38149 1.230 0.653 1.954
H -3.00538 1.69321 0.82221 -0.401 0.610 0.236
H -2.79642 0.04716 1.24522 -0.216 -1.007 0.729
H -1.53448 0.88584 -1.27783 0.184 0.025 -1.130
H -0.20585 0.90412 1.34771 -0.214 0.137 1.330
H -0.59204 4.00439 2.38296 0.335 1.466 0.537
H -1.48387 3.45859 1.30730 -1.648 0.685 -2.350
O -0.93700 3.22234 2.00747 1.123 -1.873 1.930
H 1.56479 -1.74371 1.80023 -0.178 1.870 -0.210
H 1.58231 -2.64077 3.03887 -0.827 0.263 1.811
O 1.74525 -2.59219 2.12817 0.977 -3.423 -1.239
H -3.47611 -2.52229 1.26649 -4.737 -1.452 0.830
H -2.12000 -2.91100 1.28120 0.531 0.395 -0.405
O -2.69364 -2.12991 1.09986 4.048 1.044 -0.568
H 1.91833 -4.32929 0.46742 0.915 -0.515 1.131
H 1.43979 -3.31966 -0.45311 -0.447 -0.109 -0.069
O 1.11936 -4.10376 0.02388 0.320 0.652 -1.926
H 3.40991 -0.84991 2.28079 -0.129 -0.167 -0.056
H 2.72150 0.35268 1.61624 0.112 -0.881 0.030
O 2.84737 -0.62388 1.53193 0.627 2.367 -0.297
H -1.19204 -2.61307 3.13423 -1.929 0.954 -0.727
H -0.28887 -3.85284 2.90268 -0.719 2.939 2.030
O -0.42351 -2.98382 3.48862 2.133 -3.709 -0.153
H -1.71162 -0.50606 -3.18983 -0.007 -0.492 0.372
H -1.59619 0.21971 -4.58237 0.460 0.581 3.334
O -1.47474 0.35829 -3.54730 -0.662 -0.006 -4.143
H -2.09796 1.38870 3.58277 0.284 2.407 -0.706
H -1.93012 0.08313 2.70787 0.092 0.538 -0.193
O -2.12087 0.46970 3.55983 -0.209 -2.963 1.144
H 1.12726 2.50341 2.77385 0.164 -1.743 -0.349
H 0.69004 1.06475 2.44531 -2.660 -1.447 -0.329
O 1.41671 1.55849 2.66620 3.325 3.348 1.672
H 0.42045 4.17748 -2.17987 3.668 -0.966 -0.271
H 1.65077 3.18324 -2.58866 -0.424 0.981 0.104
O 1.46855 4.04066 -2.15982 -2.217 0.805 0.095
H -2.08709 3.98356 -1.22143 -1.250 -1.572 1.739
H -3.12201 2.82047 -0.93147 -0.093 -0.180 -0.286
O -2.58217 3.46994 -0.48513 1.336 2.194 -1.483
H 0.12273 2.05533 -2.47081 -0.413 0.421 0.019
H -1.25739 2.07227 -3.01719 0.257 0.353 -0.081
O -0.55477 2.69831 -2.74731 -0.696 -0.833 -0.278
H -1.29298 -4.83386 0.64029 0.465 -0.488 -0.713
H -0.12689 -3.75746 0.98109 -0.042 -0.787 -0.658
O -1.00175 -4.14072 1.21458 -0.992 0.575 1.362
H -2.16875 -2.66705 -2.09658 1.792 1.890 -1.339
H -1.24173 -1.75218 -1.40430 0.271 0.457 -0.887
O -1.45386 -1.95188 -2.35102 -2.171 -2.673 2.621
```
Forces are in eV/Å.

Values from the calculation:
**Gap between HOMO and LUMO**: 8.8 eV
**Energy relative to the best compared isomer or geometry (same formula, charge and spin)**: 157.40 kcal/mol
**HOMO level**: -8.79 eV
**Molecular weight**: 350.4 g mol⁻¹
**LUMO energy**: 0.00 eV


Q: What is the energy relative to the best compared isomer or geometry (same formula, charge and spin) in the second record?
A: 157.40 kcal/mol


Q: What is the energy relative to the best compared isomer or geometry (same formula, charge and spin) in the first record?
A: 6.88 kcal/mol


Q: Among the records above, which one has the lowest molecular weight?
A: C7H42O14


Q: The lowest energy relative to the best compared isomer or geometry (same formula, charge and spin) belongs to which entry?
A: C40H45BrN3ORu